[1]
{
  "formula": "C25H45LuN2P3SSe",
  "method": "the ωB97M-V functional and the def2-TZVPD basis",
  "symbols": ["Lu", "P", "P", "P", "H", "C", "C", "H", "C", "C", "C", "C", "C", "C", "C", "C", "C", "H", "H", "H", "H", "H", "H", "H", "H", "H", "H", "H", "H", "H", "H", "H", "H", "H", "H", "H", "H", "H", "H", "H", "H", "H", "H", "H", "H", "H", "C", "C", "C", "C", "C", "C", "S", "H", "H", "H", "H", "H", "H", "C", "N", "C", "Se", "N", "C", "C", "C", "C", "C", "C", "H", "H", "H", "H", "H", "H", "H", "H"],
  "xyz": [[0.358, -0.681, -0.665], [-0.460, 1.557, 1.081], [-2.500, -0.657, -0.839], [2.612, 1.071, -0.215], [0.562, -2.224, -7.249], [1.574, -2.314, -6.829], [1.873, -3.237, -5.896], [1.095, -3.873, -5.479], [-1.077, 2.916, -0.004], [-1.949, 1.334, 2.150], [0.488, 2.552, 2.314], [-2.798, -2.055, -1.985], [-3.761, -1.139, 0.421], [-3.387, 0.652, -1.779], [3.941, 0.593, -1.388], [3.632, 1.275, 1.292], [2.415, 2.826, -0.745], [2.356, -1.710, -7.310], [2.914, -3.469, -5.679], [-1.409, 3.754, 0.629], [-1.913, 2.559, -0.620], [-0.269, 3.254, -0.666], [-2.277, 2.319, 2.517], [-1.700, 0.703, 3.016], [-2.768, 0.859, 1.590], [-0.127, 3.416, 2.612], [1.437, 2.921, 1.907], [0.689, 1.947, 3.210], [-3.878, -2.248, -2.039], [-2.270, -2.943, -1.613], [-2.432, -1.810, -2.987], [-4.608, -0.439, 0.428], [-3.309, -1.192, 1.419], [-4.138, -2.143, 0.178], [-4.337, 0.246, -2.161], [-2.758, 0.963, -2.627], [-3.595, 1.525, -1.144], [4.649, 1.428, -1.495], [3.504, 0.333, -2.361], [4.466, -0.288, -0.999], [4.531, 1.859, 1.065], [3.940, 0.287, 1.652], [3.089, 1.770, 2.101], [3.390, 3.207, -1.076], [2.033, 3.471, 0.053], [1.717, 2.863, -1.589], [0.596, -1.431, -3.796], [0.873, -0.253, -4.517], [-0.053, 0.239, -5.423], [-1.250, -0.454, -5.668], [-1.441, -1.727, -5.110], [-0.514, -2.223, -4.188], [1.699, -1.931, -2.578], [0.221, 0.538, -2.073], [1.842, 0.222, -4.356], [0.166, 1.172, -5.937], [-2.021, -0.010, -6.292], [-2.341, -2.297, -5.372], [-0.611, -3.207, -3.724], [-1.979, -1.858, 4.457], [-0.578, -1.458, 4.348], [0.199, -1.523, 3.223], [-0.294, -2.290, 1.577], [1.395, -0.938, 3.560], [1.351, -0.426, 4.864], [2.174, 0.501, 5.494], [1.679, 1.071, 6.676], [0.403, 0.725, 7.170], [-0.413, -0.202, 6.510], [0.109, -0.775, 5.364], [-2.121, -2.293, 5.456], [-2.205, -2.602, 3.680], [-2.662, -0.995, 4.342], [2.169, -0.821, 2.905], [3.154, 0.725, 5.067], [2.290, 1.792, 7.217], [0.024, 1.178, 8.084], [-1.408, -0.490, 6.842]],
  "atomic_forces_ev_per_a": [[0.78, 0.97, -0.65], [-0.82, 0.83, 0.52], [-1.28, -0.43, -0.64], [1.02, 0.44, -0.57], [0.41, 0.16, 0.44], [0.20, -0.52, -0.01], [-0.12, 0.38, -1.09], [0.25, -0.04, -0.11], [0.17, -0.14, -0.10], [-0.10, -0.12, -0.11], [0.26, -0.05, -0.05], [0.20, -0.05, -0.19], [0.17, -0.17, 0.49], [0.35, 0.28, 0.01], [-0.08, -0.22, -0.13], [-0.08, -0.23, 0.35], [-0.40, -0.06, -0.07], [-0.35, -0.34, 0.22], [-0.24, 0.21, 0.37], [0.06, -0.26, -0.22], [0.36, 0.18, 0.17], [-0.35, -0.07, 0.15], [0.05, -0.37, -0.12], [-0.09, 0.15, -0.21], [0.24, 0.26, 0.29], [0.20, -0.30, -0.11], [-0.37, -0.07, 0.24], [0.03, 0.15, -0.20], [0.30, -0.03, 0.04], [-0.24, -0.02, -0.20], [-0.19, -0.10, 0.48], [0.32, -0.17, 0.03], [-0.29, 0.05, -0.12], [0.08, 0.35, 0.08], [0.31, 0.08, 0.21], [-0.22, -0.01, 0.26], [-0.02, -0.27, -0.25], [-0.17, -0.33, 0.04], [0.23, 0.14, 0.29], [-0.06, 0.13, -0.17], [-0.18, -0.14, 0.03], [0.16, 0.09, -0.07], [0.07, -0.02, -0.11], [-0.25, -0.12, 0.17], [0.09, -0.13, -0.21], [0.19, 0.04, 0.09], [0.46, -0.76, 0.18], [-0.09, 0.98, -0.97], [0.36, 0.19, 0.21], [0.41, 0.22, 0.23], [0.34, -0.57, 0.69], [-0.84, -0.13, -0.61], [-0.46, -0.38, 0.31], [-0.42, 0.65, -0.02], [-0.46, 0.07, -0.02], [-0.16, -0.19, 0.06], [0.21, -0.15, -0.07], [0.48, 0.13, 0.13], [-0.16, 0.34, -0.21], [-0.47, -0.26, 0.12], [0.47, 0.29, 0.10], [0.41, 0.03, 0.53], [0.08, 0.05, 1.99], [-0.11, 0.17, -0.01], [0.72, 0.16, -1.75], [0.27, 0.14, 0.73], [0.88, -0.41, -0.99], [-1.23, -0.94, -0.11], [0.31, 0.44, 1.03], [-1.73, -0.34, -1.29], [-0.05, 0.01, -0.44], [0.10, 0.23, 0.40], [0.48, -0.30, 0.04], [-0.31, -0.10, 0.32], [-0.30, 0.16, 0.33], [-0.18, -0.15, -0.15], [0.18, 0.00, -0.20], [0.23, 0.30, 0.19]],
  "charge": 3,
  "e_homo_ev": [-15.993, -15.900],
  "largest_force_ev_per_a": 2.19,
  "relative_energy_ev": 2.000,
  "homo_lumo_gap_ev": [3.350, 5.282],
  "e_lumo_ha": [-0.46461, -0.39020]
}

---

[2]
{
  "formula": "C22H50N6O8",
  "method": "the ωB97M-V functional and the def2-TZVPD basis",
  "symbols": ["C", "C", "O", "C", "C", "O", "H", "H", "H", "H", "H", "H", "H", "H", "C", "N", "C", "C", "O", "H", "H", "H", "H", "H", "H", "H", "C", "N", "C", "C", "O", "H", "H", "H", "H", "H", "H", "H", "C", "N", "C", "C", "O", "H", "H", "H", "H", "H", "H", "H", "C", "N", "C", "C", "O", "H", "H", "H", "H", "H", "H", "H", "C", "N", "C", "C", "O", "H", "H", "H", "H", "H", "H", "H", "C", "N", "C", "C", "O", "H", "H", "H", "H", "H", "H", "H"],
  "xyz": [[3.417, 2.693, -6.776], [3.926, 2.131, -5.544], [4.233, 0.731, -5.587], [3.415, -0.280, -5.408], [3.865, -1.716, -5.706], [2.231, -0.021, -5.185], [3.166, 3.734, -6.574], [2.567, 2.087, -7.089], [4.206, 2.580, -7.519], [4.770, 2.644, -5.082], [3.093, 2.229, -4.847], [4.324, -2.160, -4.822], [4.529, -1.681, -6.570], [2.981, -2.330, -5.876], [3.599, -1.553, 5.572], [4.542, -1.904, 4.481], [3.826, -2.407, 3.258], [5.860, -1.763, 4.485], [6.411, -1.374, 5.516], [4.202, -1.022, 6.309], [3.191, -2.452, 6.034], [2.745, -0.993, 5.190], [3.535, -3.454, 3.338], [2.925, -1.892, 2.926], [4.443, -2.294, 2.367], [6.322, -2.045, 3.526], [-5.446, -3.467, -5.563], [-5.347, -2.085, -5.867], [-4.216, -1.367, -5.363], [-6.278, -1.438, -6.647], [-6.169, -0.216, -6.880], [-5.173, -3.478, -4.508], [-4.777, -4.091, -6.154], [-6.499, -3.740, -5.635], [-3.989, -0.393, -5.798], [-4.338, -1.262, -4.285], [-3.326, -1.939, -5.627], [-7.053, -2.163, -6.938], [3.766, 5.022, 2.391], [3.653, 4.762, 3.867], [4.662, 3.961, 4.424], [2.542, 5.093, 4.546], [2.337, 4.864, 5.764], [3.428, 4.267, 1.681], [4.796, 5.301, 2.171], [3.423, 6.034, 2.177], [4.262, 2.956, 4.287], [5.610, 4.043, 3.891], [4.869, 4.289, 5.442], [1.718, 5.375, 3.873], [0.840, -9.175, -3.052], [0.032, -7.986, -3.175], [-0.449, -7.672, -4.480], [-0.097, -7.085, -2.213], [-1.001, -6.264, -2.162], [1.853, -8.908, -3.355], [0.423, -9.994, -3.637], [0.760, -9.440, -1.998], [0.296, -7.820, -5.261], [-1.326, -8.270, -4.726], [-0.862, -6.664, -4.510], [0.645, -7.306, -1.430], [-4.894, 5.100, 6.474], [-5.962, 5.933, 6.894], [-5.909, 6.369, 8.265], [-6.853, 6.462, 5.971], [-7.800, 7.267, 6.183], [-5.006, 4.842, 5.421], [-4.687, 4.209, 7.066], [-3.988, 5.696, 6.582], [-5.404, 7.331, 8.172], [-6.909, 6.399, 8.698], [-5.312, 5.726, 8.913], [-6.774, 5.921, 5.015], [-1.062, -0.285, -0.115], [-1.402, 0.733, 0.908], [-1.537, 0.376, 2.249], [-1.661, 2.035, 0.528], [-1.997, 2.908, 1.263], [-0.808, 0.211, -1.052], [-1.822, -0.978, -0.474], [-0.075, -0.701, 0.085], [-2.400, -0.289, 2.292], [-0.572, -0.014, 2.571], [-1.744, 1.220, 2.907], [-1.315, 2.301, -0.483]],
  "atomic_forces_ev_per_a": [[0.50, -0.29, -1.72], [-1.41, -0.82, 3.24], [3.31, -0.60, -0.81], [-3.88, 0.86, -0.41], [0.12, 1.00, 0.51], [0.98, -0.89, 0.26], [-0.11, -0.05, -0.41], [-0.21, 0.41, -0.11], [-0.19, 0.48, -0.47], [0.24, -0.27, -0.39], [0.09, -0.05, 0.52], [0.48, 0.17, -0.14], [0.11, -0.34, 0.21], [-0.01, 0.39, -0.27], [1.42, -0.35, -0.07], [-4.20, -0.67, -2.38], [0.91, -0.01, -0.07], [0.28, 0.70, 2.37], [0.66, -0.30, -1.34], [-0.40, 0.17, 0.04], [0.14, -0.17, 0.00], [0.32, 0.28, -0.08], [0.18, -0.10, 0.24], [-0.11, 0.58, 0.90], [0.49, -0.23, 0.19], [0.30, 0.13, 0.18], [-0.21, 0.23, 0.97], [-1.08, 1.84, -2.02], [0.95, -0.11, 0.10], [1.92, 1.94, 0.99], [-1.04, -2.68, -0.09], [0.04, -0.91, 0.13], [-0.09, -0.16, 0.00], [0.17, -0.45, -0.17], [-0.93, -0.04, -0.14], [0.40, 0.03, 0.14], [0.21, -0.28, 0.51], [-0.34, 0.59, -0.41], [0.66, 1.52, 1.18], [-0.47, 1.80, -2.76], [0.77, -0.70, 0.59], [-1.08, -1.61, 2.18], [0.78, 0.74, -2.63], [-0.24, -0.06, 0.39], [0.49, -0.95, 0.18], [-1.28, -0.30, -0.06], [0.72, -0.57, 0.86], [-0.18, 0.10, -0.23], [-0.30, -0.63, 0.16], [0.13, 0.65, 0.14], [0.01, 0.71, 0.73], [0.11, -0.32, -1.76], [-1.51, 0.12, -0.77], [-1.15, -0.22, 1.25], [1.07, 0.31, 0.04], [0.26, -0.66, 0.02], [0.08, 0.17, -0.08], [0.58, -0.37, -0.07], [0.18, 0.04, 0.13], [0.03, -0.42, -0.17], [0.47, 0.13, 0.12], [-0.16, 0.52, 0.56], [1.32, 0.27, -0.73], [-2.01, -0.21, -0.70], [-0.08, 0.73, -0.17], [-2.18, 0.36, 1.54], [3.01, -1.90, -0.17], [0.04, -0.12, 0.08], [-0.70, -0.12, 0.13], [0.48, -0.06, -0.29], [-0.30, 0.40, 1.01], [0.07, 0.51, -0.13], [0.10, -0.24, -0.45], [0.25, 0.38, -0.14], [0.87, 1.52, -0.43], [-0.18, 1.13, -3.36], [-0.32, -0.54, 1.29], [1.75, -1.25, -0.68], [-0.95, 1.18, 1.32], [-0.25, 0.70, -0.02], [-0.16, -0.31, 1.01], [-0.36, -0.77, 0.57], [0.33, -0.58, 0.78], [-0.27, -0.73, 0.37], [-0.07, 0.22, -0.46], [-0.38, -0.56, -0.40]],
  "e_homo_ev": -9.039,
  "largest_force_ev_per_a": 4.87,
  "smiles": "CCOC(C)=O.CN(C)C=O.CN(C)C=O.CN(C)C=O.CN(C)C=O.CN(C)C=O.CN(C)C=O",
  "relative_energy_ev": 2.449,
  "homo_lumo_gap_ev": 9.036,
  "e_lumo_ha": -0.00013
}

---

[3]
{
  "formula": "C46H36BrCl5FeIN4O3P2",
  "method": "the ωB97M-V functional and the def2-TZVPD basis",
  "symbols": ["Fe", "N", "P", "C", "C", "C", "C", "C", "C", "C", "C", "C", "C", "C", "C", "P", "C", "C", "C", "C", "C", "C", "C", "C", "C", "C", "C", "C", "H", "H", "H", "H", "H", "H", "H", "H", "H", "H", "H", "H", "H", "H", "H", "H", "H", "H", "H", "H", "H", "Cl", "C", "C", "C", "Cl", "C", "Cl", "C", "Cl", "C", "Cl", "C", "O", "C", "C", "C", "Br", "C", "C", "C", "O", "C", "N", "C", "C", "C", "C", "C", "C", "N", "H", "H", "H", "H", "H", "H", "H", "H", "H", "H", "H", "N", "C", "O", "C", "I", "H", "H", "H", "H"],
  "xyz": [[-0.284, -0.195, -0.291], [2.156, -0.509, 1.553], [0.760, -1.479, 1.761], [1.156, -3.020, 0.824], [0.210, -3.514, -0.068], [0.464, -4.658, -0.805], [1.666, -5.327, -0.648], [2.605, -4.856, 0.257], [2.354, -3.708, 0.991], [1.130, -2.170, 3.421], [2.050, -1.591, 4.287], [2.318, -2.162, 5.518], [1.665, -3.319, 5.904], [0.737, -3.898, 5.052], [0.465, -3.326, 3.822], [2.061, 0.877, 0.554], [1.621, 2.192, 1.774], [1.852, 2.047, 3.134], [1.496, 3.047, 4.019], [0.922, 4.214, 3.547], [0.710, 4.380, 2.188], [1.052, 3.371, 1.306], [3.828, 1.358, 0.401], [4.051, 2.631, -0.121], [5.330, 3.139, -0.228], [6.412, 2.376, 0.180], [6.203, 1.103, 0.679], [4.920, 0.590, 0.783], [3.062, -0.921, 1.740], [-0.742, -3.003, -0.163], [-0.283, -5.040, -1.486], [1.861, -6.229, -1.210], [3.531, -5.396, 0.392], [3.085, -3.361, 1.710], [2.573, -0.691, 4.005], [3.042, -1.699, 6.172], [1.882, -3.766, 6.862], [0.229, -4.802, 5.350], [-0.260, -3.781, 3.161], [2.318, 1.150, 3.504], [1.673, 2.919, 5.077], [0.646, 4.996, 4.238], [0.277, 5.297, 1.818], [0.873, 3.497, 0.247], [3.209, 3.230, -0.437], [5.487, 4.131, -0.623], [7.412, 2.773, 0.108], [7.046, 0.508, 0.993], [4.803, -0.418, 1.160], [-2.496, -1.339, 2.626], [-3.058, -1.651, 1.025], [-2.267, -1.240, -0.036], [-2.744, -1.524, -1.302], [-1.723, -0.979, -2.593], [-3.923, -2.205, -1.566], [-4.411, -2.585, -3.170], [-4.696, -2.597, -0.472], [-6.168, -3.439, -0.726], [-4.270, -2.313, 0.828], [-5.233, -2.796, 2.168], [-0.021, 2.087, -2.850], [-0.630, 1.820, -1.598], [-1.494, 2.762, -1.097], [-2.016, 3.815, -1.824], [-2.850, 4.725, -1.181], [-3.593, 6.149, -2.198], [-3.126, 4.629, 0.167], [-2.594, 3.572, 0.911], [-1.806, 2.603, 0.266], [-1.278, 1.545, 0.906], [-2.740, 3.447, 2.345], [-2.203, 2.434, 2.995], [-2.454, 2.637, 4.320], [-2.091, 1.877, 5.424], [-2.499, 2.325, 6.660], [-3.238, 3.505, 6.803], [-3.595, 4.280, 5.718], [-3.192, 3.835, 4.467], [-3.357, 4.320, 3.191], [-0.739, 1.989, -3.669], [0.769, 1.344, -2.955], [0.425, 3.084, -2.859], [-1.788, 3.957, -2.868], [-3.746, 5.370, 0.644], [-1.537, 1.652, 1.911], [-1.519, 0.974, 5.292], [-2.239, 1.763, 7.544], [-3.539, 3.807, 7.795], [-4.161, 5.191, 5.847], [-3.822, 5.179, 2.948], [1.234, -2.258, -3.466], [1.897, -1.886, -2.372], [1.394, -1.180, -1.502], [3.325, -2.335, -2.247], [4.551, -0.644, -2.797], [0.274, -1.956, -3.578], [1.665, -2.776, -4.210], [3.577, -3.166, -2.897], [3.553, -2.570, -1.211]],
  "atomic_forces_ev_per_a": [[-1.20, 0.28, 0.32], [0.22, -0.19, -0.19], [1.43, -0.41, -0.30], [-0.29, 0.08, 0.09], [-0.08, 0.04, 0.21], [-0.01, -0.18, -0.08], [-0.10, -0.01, -0.06], [0.17, 0.02, 0.04], [-0.05, 0.02, -0.02], [-0.47, 0.27, 0.13], [0.01, 0.18, -0.18], [0.05, -0.10, 0.13], [0.05, 0.05, -0.01], [-0.06, -0.08, 0.03], [-0.05, 0.06, -0.05], [-0.02, 0.30, 1.27], [-0.01, -0.08, -0.26], [0.03, -0.10, -0.06], [-0.01, 0.06, 0.10], [-0.04, 0.07, 0.04], [-0.01, 0.13, -0.03], [0.09, -0.12, 0.03], [-0.14, -0.13, -0.42], [-0.08, -0.11, -0.04], [0.00, 0.05, -0.05], [0.02, -0.05, 0.02], [0.13, 0.01, 0.03], [-0.22, -0.06, 0.02], [-0.05, 0.13, 0.12], [0.04, -0.07, -0.08], [-0.06, -0.01, -0.06], [0.02, -0.06, -0.03], [0.09, -0.01, 0.05], [0.06, 0.00, 0.08], [0.03, 0.02, -0.03], [0.06, 0.02, 0.06], [-0.02, -0.05, 0.07], [-0.08, -0.07, -0.01], [-0.06, -0.10, -0.02], [0.01, -0.09, 0.03], [0.01, -0.01, 0.08], [-0.04, 0.10, 0.08], [-0.06, 0.08, -0.05], [-0.08, 0.04, -0.13], [-0.04, 0.12, -0.02], [-0.01, 0.10, -0.05], [0.12, 0.03, -0.01], [0.06, -0.09, 0.03], [-0.01, -0.06, 0.02], [-0.07, 0.04, 0.43], [0.06, 0.06, -0.49], [0.88, 0.46, -0.49], [-0.33, -0.24, 0.70], [0.01, 0.17, -0.86], [-0.05, -0.05, 0.04], [0.03, 0.06, -0.01], [0.03, 0.00, -0.01], [-0.06, -0.02, -0.04], [0.05, 0.01, 0.11], [0.03, 0.01, -0.03], [0.20, -0.05, -0.27], [-0.05, -0.16, 0.38], [-0.19, 0.08, 0.31], [0.07, -0.14, 0.11], [-0.15, 0.25, 0.08], [0.10, -0.17, 0.16], [0.11, -0.09, -0.15], [0.26, -0.22, -0.57], [0.00, 0.11, -0.29], [0.14, -0.16, -0.44], [-0.02, -0.13, 0.34], [-0.02, 0.15, -0.56], [-0.40, 0.61, 0.55], [-0.10, 0.07, -0.08], [0.11, -0.07, 0.07], [-0.06, 0.05, 0.01], [-0.05, 0.11, 0.00], [0.38, -0.77, 0.42], [0.03, 0.08, -0.30], [0.04, 0.01, 0.08], [-0.01, 0.00, -0.07], [-0.06, -0.03, 0.01], [0.01, -0.06, -0.07], [-0.09, 0.11, 0.00], [0.09, -0.14, 0.05], [0.10, -0.18, 0.04], [0.00, -0.05, 0.07], [-0.03, 0.08, 0.03], [-0.06, 0.07, 0.00], [0.04, -0.10, -0.08], [-0.30, 0.04, -0.19], [0.16, -0.09, -0.18], [-0.41, 0.41, 0.46], [0.12, 0.32, -0.02], [-0.12, -0.32, 0.01], [0.18, -0.15, 0.03], [0.07, -0.07, 0.04], [0.05, 0.03, -0.03], [-0.06, 0.05, -0.09]],
  "charge": 1,
  "s_squared": 6.01,
  "e_homo_ev": [-10.402, -10.413],
  "largest_force_ev_per_a": 1.52,
  "relative_energy_ev": 0.000,
  "homo_lumo_gap_ev": [8.098, 7.989],
  "e_lumo_ha": [-0.08465, -0.08907],
  "multiplicity": 5
}